# 1
DFT (the ωB97M-V functional and the def2-TZVPD basis) results for a structure of composition C48H57CaCl3N3OP2STe.

Summary:
HOMO level: -0.337 Ha
energy relative to the best compared isomer or geometry (same formula, charge and spin): 0.625 eV
HOMO-LUMO gap: 0.2481 hartree

The geometry in ORCA input format:
```
! wB97M-V def2-TZVPD RIJCOSX def2/J DEFGRID3
* xyz 1 1
C 5.1106 -0.1084 -0.8180
C 1.7172 -3.1012 -3.5993
H 1.5467 0.3707 -4.4284
N -0.3177 1.7377 -1.4938
H 3.2268 3.9393 1.7088
H 1.0553 -2.5251 -4.2547
C 2.8390 -4.7565 -5.1316
C 1.1859 3.9546 1.0360
O 0.9277 0.3234 6.3786
C 3.6748 -0.6241 -0.7619
C 1.9207 1.8152 -0.5937
H -4.3820 -2.3325 -2.3708
H 2.2808 -8.0607 -5.5196
C -3.4068 0.0657 4.7909
H 2.9983 -0.0763 1.2342
C -1.3163 2.4503 -2.0924
S 0.3149 5.1086 6.4364
H 0.8936 4.7634 1.6886
H -1.2538 -2.7735 1.0285
H -4.3158 -2.5896 -4.1152
H 5.2591 0.7769 -0.2088
C -0.2403 4.2634 7.8291
H 5.4127 0.1088 -1.8390
H -3.0451 -0.8725 -5.5840
Cl -5.2512 -1.7066 5.6440
C -3.6414 -1.1318 5.4492
H -0.9104 4.7535 8.5067
C -2.6390 -0.4218 -4.6811
C 0.5998 2.3346 -0.6820
H -3.9996 -0.9485 -0.2161
H -0.2206 4.2937 -2.2245
Te 0.7873 -3.3551 -1.6600
C 2.1707 -7.0577 -5.1411
H -2.7823 -2.7989 6.4822
C 3.1240 1.1004 -3.1212
C 1.1477 2.6911 6.8457
C -1.0372 -0.1941 5.1819
H 3.7064 -6.2476 -6.3918
C 0.0895 -5.1955 -2.5908
C 1.8316 1.3631 6.7029
H 2.0715 0.2286 3.7689
C 3.8600 2.4089 -2.8497
H -0.7457 3.7839 0.1485
H -0.9045 -5.0560 -3.0221
H -4.0407 4.3658 -4.1342
H 0.2741 1.4268 4.7564
H -4.3968 2.0261 -3.5227
H 0.6067 -7.5863 -3.7780
H 0.0293 -5.9831 -1.8412
H 2.2578 1.0660 7.6646
C -2.1147 4.4744 -3.1847
C -2.1094 0.5206 4.6688
H 2.6625 -2.5650 -3.5056
C -4.0513 0.0627 -0.6451
H 0.6050 0.8943 1.6772
H 2.4462 1.7487 -5.0728
H -1.9481 5.5054 -3.4609
C 1.0978 -5.5086 -3.6542
H -4.2264 0.6427 4.3976
H -2.5098 0.6462 -4.8528
H -1.9169 1.4627 4.1800
C 2.0283 1.3158 -4.1653
C 1.2331 -6.7930 -4.1584
N 0.5089 -0.8378 2.9283
Ca -0.2722 -0.4077 -1.3555
H -0.0262 -2.8372 3.4842
H 4.0621 -1.4824 1.1826
C 2.4892 3.4731 1.0739
H -2.8334 -2.6708 -3.1559
C -3.2924 3.8388 -3.5619
H 3.6692 -1.5654 -1.3380
C 1.9034 -4.4848 -4.1450
C 0.2678 3.4069 0.1715
H -4.5445 -0.1807 -3.6877
H 4.2947 2.7878 -3.7729
C 0.2584 -0.1136 1.8229
H 3.8590 2.0586 0.2926
H 0.0422 2.3145 8.7000
H -5.5414 1.2710 -1.6501
C 0.3543 0.3836 5.0937
H 1.2691 1.9984 -3.7802
P -2.7569 0.0800 -2.0039
C -0.0813 -2.0563 2.7529
N -0.4380 -0.8047 0.9451
C -2.5364 1.8194 -2.4621
C 1.2409 -0.4066 4.0856
H 3.1716 3.1587 -2.4653
H 3.8307 0.3464 -3.4939
C -3.6054 1.0632 0.4174
C -3.4868 2.5193 -3.2075
Cl 2.1794 3.7561 4.5268
C 0.2722 3.0129 7.9154
C -5.4809 0.3385 -1.0959
C 2.8401 2.4113 0.2650
C -3.5755 -0.6592 -3.4994
C 1.2484 3.7276 5.9630
H -1.6545 -0.8655 -4.4831
H 5.7739 -0.8833 -0.4380
H 2.3831 -1.6400 0.6627
H -6.1289 0.4288 -0.2261
H 2.6334 1.4334 5.9577
P 2.3003 0.3569 -1.6064
H -5.8681 -0.4672 -1.7141
C -3.7909 -2.1528 -3.2677
H 1.6301 -1.2804 4.6111
H -4.2738 1.0262 1.2754
H 3.4724 -3.9620 -5.4970
C -1.2926 -1.4087 5.8148
H 4.6632 2.2837 -2.1301
C 3.2499 -0.9721 0.6674
H -3.6294 2.0729 0.0098
C -2.5895 -1.8732 5.9648
Cl -0.0058 -2.3637 6.4405
H -2.5908 0.8424 0.7562
C -0.6695 -2.0183 1.5219
C 2.9724 -6.0409 -5.6290
C -1.1489 3.7975 -2.4780
*
```


# 2
DFT (the ωB97M-V functional and the def2-TZVPD basis) results for a structure of composition C24H25F4N2PSe2V.

Summary:
HOMO level (alpha / beta): -0.630 / -0.630 Ha
HOMO-LUMO gap (alpha / beta): 0.1970 / 0.1971 hartree

The geometry in ORCA input format:
```
! wB97M-V def2-TZVPD RIJCOSX def2/J DEFGRID3
* xyz 3 1
C -5.0171 -0.7064 3.3921
H 4.4682 0.8509 -0.9069
C -0.3311 -0.5532 -3.2549
H -0.3215 0.1936 -4.0456
Se 0.1506 1.7232 0.0001
C -4.5847 0.1310 -2.9258
H 1.6098 -1.3428 -3.7923
C -3.6728 -1.5482 -1.4656
H -5.9837 -0.2321 3.4894
H 4.1312 1.7487 5.2838
H 1.0121 1.6333 -3.0616
H -3.5660 -2.5913 -1.1900
C 3.8834 1.4789 4.2650
H 4.6549 -0.7696 -0.2486
F 1.7201 0.7661 4.8856
N 2.9008 0.2667 0.3587
C 2.6416 0.9544 3.9535
H -0.8992 -1.4076 -3.6228
C 3.2762 0.7645 1.6191
F 1.1663 0.0320 2.3400
C -3.0235 -1.2324 2.1299
C 3.9344 -0.0603 -0.6584
C -4.4258 -1.2049 -2.5762
H 1.0003 -1.9278 -2.2577
C -4.3084 -0.6048 2.2244
C 2.0235 1.2393 -3.0081
H -1.5184 -2.4267 3.1684
H -4.8960 -1.9830 -3.1624
C 2.9800 2.2966 -2.5021
H -4.1544 2.1787 -2.4394
H 2.7964 2.5719 -1.4623
C -4.4889 -1.4439 4.4570
Se -0.3017 -2.0371 0.5503
H -5.0624 -1.5293 5.3724
H 3.1166 -1.7303 -1.7762
C -4.0018 1.1426 -2.1689
C 4.5269 1.2998 1.9390
F 5.4427 1.5068 1.0015
H 4.0247 2.0191 -2.6311
H -2.8745 -2.6548 5.2177
C -3.2395 -2.0789 4.3788
N 1.9272 -0.0250 -2.1819
H 2.8222 3.1906 -3.1053
C -2.4911 -1.9593 3.2409
C 2.3517 0.6141 2.6520
C 1.0595 -1.0392 -2.8976
H -0.8664 -0.1411 -2.3953
V 1.2680 -0.0614 -0.3042
F 5.9993 2.1492 3.5168
C -3.0802 -0.5199 -0.7148
P -2.1684 -1.0798 0.6775
C 4.8127 1.6452 3.2536
H -2.8028 1.6137 -0.4570
H 3.9256 -0.5229 -2.7688
C 3.2718 -0.6569 -1.9059
H -5.1803 0.3870 -3.7922
H 2.3165 0.9095 -4.0091
H -4.7141 -0.0646 1.3791
C -3.2402 0.8279 -1.0572
*
```


# 3
DFT (the ωB97M-V functional and the def2-TZVPD basis) results for a cluster of 2 separate species, H4O2 in total.

Summary:
HOMO level: -0.399 Ha
energy relative to the best compared isomer or geometry (same formula, charge and spin): 0.291 eV
HOMO-LUMO gap: 0.4202 hartree
SMILES: O.O

The geometry in ORCA input format:
```
! wB97M-V def2-TZVPD RIJCOSX def2/J DEFGRID3
* xyz 0 1
H 0.2112 1.5389 0.0201
O 0.3029 -1.3993 -0.8844
H -0.0112 -1.8215 -0.0881
H -0.6097 1.2188 1.2558
O -0.5197 0.9627 0.3147
H 0.6265 -0.4996 -0.6181
*
```


# 4
DFT (the ωB97M-V functional and the def2-TZVPD basis) results for a structure of composition C39H29N5O4PbSi.

Summary:
HOMO level: -0.301 Ha
energy relative to the best compared isomer or geometry (same formula, charge and spin): 0.000 eV
HOMO-LUMO gap: 0.2749 hartree

The geometry in ORCA input format:
```
! wB97M-V def2-TZVPD RIJCOSX def2/J DEFGRID3
* xyz 0 1
Pb 0.5092 -0.9424 -0.2660
H -5.6790 -0.5452 0.5143
H -2.2742 1.5732 3.8807
C 4.0905 -2.5205 5.4333
C 4.7834 -1.4499 7.5347
C -4.4201 1.8260 -1.2826
H 2.4720 -1.9163 -5.3091
O -3.2788 1.1555 1.6443
C -2.5686 0.1821 1.6313
C -1.6108 0.7193 3.8656
N 0.5403 1.5749 0.0859
H -3.9272 3.9432 -3.8800
H -2.4987 -3.0084 -1.0544
C -3.6157 0.7543 -1.6886
H 4.2433 -3.4858 5.8974
H -0.7066 1.0689 5.7829
N 1.7190 -2.3154 -2.0725
H -1.8904 -1.8546 -2.2565
C -0.3617 1.9912 -5.9260
C 2.9003 -4.2199 -2.8747
H 1.1069 5.3573 0.3914
H 0.8012 3.9478 2.4343
H 2.1671 -3.9252 -0.8725
C 2.8624 -1.0836 2.2168
C 0.0745 -0.6806 4.8081
C -3.8305 3.0568 -3.2651
H -2.4852 2.0483 -4.6284
C 4.3447 -1.3609 6.1606
C -0.0016 -1.4578 3.6612
H -5.1501 3.7881 -1.7319
N 5.1308 -1.5146 8.6283
H 4.3933 0.7820 6.1333
C -5.1890 -1.3440 -0.0474
C 0.5809 2.1557 1.2861
C 0.9333 4.2922 0.3085
O -2.5155 -0.7095 0.6516
C -1.6221 -0.1288 2.7682
H -2.2893 0.0632 -3.2596
C 3.6435 -2.4308 4.1272
C 1.7968 -1.7470 -3.2788
N -0.8289 -1.1936 2.6520
Si -3.5510 -0.8151 -0.7187
C 2.9704 -3.6435 -4.1337
H 3.4683 -4.1566 -4.9461
C 1.2316 -0.3683 -3.4091
C 0.7725 3.5147 1.4444
H 0.8996 -0.4214 -5.5274
C 3.7304 -0.0272 4.2597
C 4.1765 -0.1127 5.5652
H 3.3379 -5.1868 -2.6691
H 3.4430 -3.3273 3.5557
C 0.7032 1.5964 -2.3143
C 0.6918 2.3213 -1.0113
H 3.5947 0.9373 3.7889
C 0.3302 2.2004 -3.4977
N 1.1128 0.3230 -2.2620
H -4.9572 1.7741 -0.3426
H 0.4632 1.5000 2.1421
C -4.5241 2.9676 -2.0615
C 0.8597 0.1687 -4.6211
C 2.2954 -0.9904 1.1452
C -2.7791 -2.1792 -1.7089
C 0.8913 3.6911 -0.9367
H -5.8537 -1.6388 -0.8634
C 3.4398 -1.1838 3.5297
C 2.4111 -2.3952 -4.3421
C 0.3573 1.4691 -4.6783
C 2.2574 -3.5186 -1.8740
H 0.7602 -0.9478 5.6020
C -3.0239 2.0109 -3.6875
H -3.4946 -2.5524 -2.4481
O 0.1427 2.9269 -6.5466
H -0.0255 3.2230 -3.5092
H -5.0610 -2.2016 0.6182
C -0.7434 0.4330 4.9073
H 0.6360 -2.3266 3.5420
H 1.0370 4.2672 -1.8398
O -1.4305 1.3538 -6.0570
C -2.9192 0.8701 -2.8981
*
```


# 5
DFT (the ωB97M-V functional and the def2-TZVPD basis) results for an isolated molecule of C5H4Cl2.

Summary:
HOMO level (alpha / beta): -0.311 / -0.311 Ha
energy relative to the best compared isomer or geometry (same formula, charge and spin): 4.321 eV
HOMO-LUMO gap (alpha / beta): 0.2863 / 0.2863 hartree

The geometry in ORCA input format:
```
! wB97M-V def2-TZVPD RIJCOSX def2/J DEFGRID3
* xyz 0 1
C -2.3931 0.0945 0.0073
C -0.2694 -1.0900 -0.1631
C -0.1333 -0.0221 -1.1825
H 0.6988 -1.2839 0.4307
C 0.1207 1.0111 -0.1504
H -0.8269 -1.9579 -0.4385
H 0.9606 0.8413 0.5035
Cl -3.3988 1.4198 0.0255
H 0.0339 1.9858 -0.4715
C -1.0333 0.1202 0.2008
Cl -3.2335 -1.4408 -0.0214
*
```


# 6
DFT (the ωB97M-V functional and the def2-TZVPD basis) results for a structure of composition C28H27IN9O2Ti.

Summary:
HOMO level (alpha / beta): -0.117 / -0.186 Ha
energy relative to the best compared isomer or geometry (same formula, charge and spin): 2.087 eV
HOMO-LUMO gap (alpha / beta): 0.1929 / 0.2666 hartree

The geometry in ORCA input format:
```
! wB97M-V def2-TZVPD RIJCOSX def2/J DEFGRID3
* xyz -1 3
N 2.7909 -0.1426 0.1552
C 0.7037 -1.0862 4.5571
H 1.6118 -4.0173 3.3599
C 3.6025 0.4157 -0.7696
O -0.8608 -0.0921 -0.4231
H 1.7545 2.1282 -3.4110
H 6.5504 -1.7847 0.1786
N 5.5946 -2.1195 0.2525
H 0.9575 2.1814 1.9752
C -5.6040 -0.4921 -0.8973
C 1.0252 1.8524 -0.1607
N 2.9090 -1.7828 5.6234
C -4.3499 -0.4468 -1.4502
H -2.2863 2.4799 -2.8565
H 0.2669 -2.2419 -1.6561
H 1.7070 5.7078 -0.3067
H -1.1112 3.7689 -2.5042
H -2.5165 -0.1426 1.4133
C -1.2894 2.6836 -2.4645
C -1.3529 -3.4458 1.8617
H -6.4758 -0.6133 -1.5239
H 1.3763 4.5773 1.8727
C 0.9032 -3.7089 2.6044
H 5.4174 -2.7972 -0.4934
H -1.3245 2.4064 -5.0032
C 1.0171 1.7807 -2.6746
Ti 0.8087 -0.2142 0.2112
H 3.3203 1.2364 -1.4015
C 0.9568 -2.1106 -0.8113
H -4.7714 -0.2186 2.3938
C -0.4563 -3.8409 2.8414
C -3.3911 -0.2243 0.7786
C 1.1930 2.5322 -1.3768
C -0.4620 -1.2132 5.3119
C 1.5107 4.6447 -0.2632
N 0.5928 -0.1991 2.1946
C -0.9024 -2.9232 0.6651
C 1.4388 3.9018 -1.4272
H -4.2124 -0.5291 -2.5172
C 0.6469 -0.6522 3.2726
H -0.9498 0.1125 -2.7953
O -1.7346 -0.3939 -2.5035
C -0.3086 2.4248 -4.6070
C -5.7492 -0.3950 0.4824
C 1.9221 -1.4661 5.1208
H 1.1953 0.7001 -2.4926
C -4.6466 -0.2692 1.3224
N 4.7377 -1.0493 0.1857
H -1.2542 2.3668 -1.4232
C 1.3270 4.0077 0.9528
I -7.6872 -0.4694 1.3341
N 4.7864 -0.1292 -0.8153
H 1.9636 -2.4597 -1.0810
H 0.0695 3.4589 -4.6678
C -1.8939 -0.2604 -1.1519
N -0.3380 1.9197 -3.2537
H 0.3179 1.7887 -5.2312
H -0.8118 -4.2391 3.7804
C -3.2062 -0.3078 -0.6255
H -2.4152 -3.5573 2.0357
H 1.5663 4.3897 -2.3878
N -1.4214 -1.2938 5.9447
C 1.0951 2.6403 0.9952
C 0.4728 -2.7498 0.4128
H 2.4296 -3.0874 1.2593
C 1.3633 -3.1850 1.4139
H -1.6233 -2.6597 -0.1021
N 3.5030 -1.0925 0.7697
*
```


Copy entry 2 word for word.
DFT (the ωB97M-V functional and the def2-TZVPD basis) results for a structure of composition C24H25F4N2PSe2V.

Summary:
HOMO level (alpha / beta): -0.630 / -0.630 Ha
HOMO-LUMO gap (alpha / beta): 0.1970 / 0.1971 hartree

The geometry in ORCA input format:
```
! wB97M-V def2-TZVPD RIJCOSX def2/J DEFGRID3
* xyz 3 1
C -5.0171 -0.7064 3.3921
H 4.4682 0.8509 -0.9069
C -0.3311 -0.5532 -3.2549
H -0.3215 0.1936 -4.0456
Se 0.1506 1.7232 0.0001
C -4.5847 0.1310 -2.9258
H 1.6098 -1.3428 -3.7923
C -3.6728 -1.5482 -1.4656
H -5.9837 -0.2321 3.4894
H 4.1312 1.7487 5.2838
H 1.0121 1.6333 -3.0616
H -3.5660 -2.5913 -1.1900
C 3.8834 1.4789 4.2650
H 4.6549 -0.7696 -0.2486
F 1.7201 0.7661 4.8856
N 2.9008 0.2667 0.3587
C 2.6416 0.9544 3.9535
H -0.8992 -1.4076 -3.6228
C 3.2762 0.7645 1.6191
F 1.1663 0.0320 2.3400
C -3.0235 -1.2324 2.1299
C 3.9344 -0.0603 -0.6584
C -4.4258 -1.2049 -2.5762
H 1.0003 -1.9278 -2.2577
C -4.3084 -0.6048 2.2244
C 2.0235 1.2393 -3.0081
H -1.5184 -2.4267 3.1684
H -4.8960 -1.9830 -3.1624
C 2.9800 2.2966 -2.5021
H -4.1544 2.1787 -2.4394
H 2.7964 2.5719 -1.4623
C -4.4889 -1.4439 4.4570
Se -0.3017 -2.0371 0.5503
H -5.0624 -1.5293 5.3724
H 3.1166 -1.7303 -1.7762
C -4.0018 1.1426 -2.1689
C 4.5269 1.2998 1.9390
F 5.4427 1.5068 1.0015
H 4.0247 2.0191 -2.6311
H -2.8745 -2.6548 5.2177
C -3.2395 -2.0789 4.3788
N 1.9272 -0.0250 -2.1819
H 2.8222 3.1906 -3.1053
C -2.4911 -1.9593 3.2409
C 2.3517 0.6141 2.6520
C 1.0595 -1.0392 -2.8976
H -0.8664 -0.1411 -2.3953
V 1.2680 -0.0614 -0.3042
F 5.9993 2.1492 3.5168
C -3.0802 -0.5199 -0.7148
P -2.1684 -1.0798 0.6775
C 4.8127 1.6452 3.2536
H -2.8028 1.6137 -0.4570
H 3.9256 -0.5229 -2.7688
C 3.2718 -0.6569 -1.9059
H -5.1803 0.3870 -3.7922
H 2.3165 0.9095 -4.0091
H -4.7141 -0.0646 1.3791
C -3.2402 0.8279 -1.0572
*
```


Copy entry 4 word for word.
DFT (the ωB97M-V functional and the def2-TZVPD basis) results for a structure of composition C39H29N5O4PbSi.

Summary:
HOMO level: -0.301 Ha
energy relative to the best compared isomer or geometry (same formula, charge and spin): 0.000 eV
HOMO-LUMO gap: 0.2749 hartree

The geometry in ORCA input format:
```
! wB97M-V def2-TZVPD RIJCOSX def2/J DEFGRID3
* xyz 0 1
Pb 0.5092 -0.9424 -0.2660
H -5.6790 -0.5452 0.5143
H -2.2742 1.5732 3.8807
C 4.0905 -2.5205 5.4333
C 4.7834 -1.4499 7.5347
C -4.4201 1.8260 -1.2826
H 2.4720 -1.9163 -5.3091
O -3.2788 1.1555 1.6443
C -2.5686 0.1821 1.6313
C -1.6108 0.7193 3.8656
N 0.5403 1.5749 0.0859
H -3.9272 3.9432 -3.8800
H -2.4987 -3.0084 -1.0544
C -3.6157 0.7543 -1.6886
H 4.2433 -3.4858 5.8974
H -0.7066 1.0689 5.7829
N 1.7190 -2.3154 -2.0725
H -1.8904 -1.8546 -2.2565
C -0.3617 1.9912 -5.9260
C 2.9003 -4.2199 -2.8747
H 1.1069 5.3573 0.3914
H 0.8012 3.9478 2.4343
H 2.1671 -3.9252 -0.8725
C 2.8624 -1.0836 2.2168
C 0.0745 -0.6806 4.8081
C -3.8305 3.0568 -3.2651
H -2.4852 2.0483 -4.6284
C 4.3447 -1.3609 6.1606
C -0.0016 -1.4578 3.6612
H -5.1501 3.7881 -1.7319
N 5.1308 -1.5146 8.6283
H 4.3933 0.7820 6.1333
C -5.1890 -1.3440 -0.0474
C 0.5809 2.1557 1.2861
C 0.9333 4.2922 0.3085
O -2.5155 -0.7095 0.6516
C -1.6221 -0.1288 2.7682
H -2.2893 0.0632 -3.2596
C 3.6435 -2.4308 4.1272
C 1.7968 -1.7470 -3.2788
N -0.8289 -1.1936 2.6520
Si -3.5510 -0.8151 -0.7187
C 2.9704 -3.6435 -4.1337
H 3.4683 -4.1566 -4.9461
C 1.2316 -0.3683 -3.4091
C 0.7725 3.5147 1.4444
H 0.8996 -0.4214 -5.5274
C 3.7304 -0.0272 4.2597
C 4.1765 -0.1127 5.5652
H 3.3379 -5.1868 -2.6691
H 3.4430 -3.3273 3.5557
C 0.7032 1.5964 -2.3143
C 0.6918 2.3213 -1.0113
H 3.5947 0.9373 3.7889
C 0.3302 2.2004 -3.4977
N 1.1128 0.3230 -2.2620
H -4.9572 1.7741 -0.3426
H 0.4632 1.5000 2.1421
C -4.5241 2.9676 -2.0615
C 0.8597 0.1687 -4.6211
C 2.2954 -0.9904 1.1452
C -2.7791 -2.1792 -1.7089
C 0.8913 3.6911 -0.9367
H -5.8537 -1.6388 -0.8634
C 3.4398 -1.1838 3.5297
C 2.4111 -2.3952 -4.3421
C 0.3573 1.4691 -4.6783
C 2.2574 -3.5186 -1.8740
H 0.7602 -0.9478 5.6020
C -3.0239 2.0109 -3.6875
H -3.4946 -2.5524 -2.4481
O 0.1427 2.9269 -6.5466
H -0.0255 3.2230 -3.5092
H -5.0610 -2.2016 0.6182
C -0.7434 0.4330 4.9073
H 0.6360 -2.3266 3.5420
H 1.0370 4.2672 -1.8398
O -1.4305 1.3538 -6.0570
C -2.9192 0.8701 -2.8981
*
```